# 1
Computed, not measured: a structure of composition C46H60MoN4O5PS4Sb in a non-equilibrium geometry, with ωB97M-V/def2-TZVPD.

Summary:
Strongest force on any atom ... 1.19 eV Å⁻¹
HOMO energy ... -7.600 eV
Kohn-Sham gap ... 6.3 eV
Relative energy (zero: lowest compared OMol25 entry of this formula, charge and spin) ... 0.00 kJ/mol
LUMO ... -0.04691 hartree
DFT total energy ... -4626.83689 hartree

Structure (ORCA input):
```
! RIJCOSX wB97M-V def2-TZVPD def2/J DEFGRID3
* xyz 0 1
Sb 1.22 -0.66 3.50
Mo 0.00 0.18 0.25
S 2.27 0.43 5.11
S -0.68 0.47 2.56
S 2.10 -0.37 1.28
S 0.64 -2.86 3.49
P 1.88 -1.00 -2.32
O 0.23 1.94 -0.08
O -2.42 4.35 0.29
O -3.54 3.23 -1.34
O -0.62 -1.96 0.73
O -1.82 0.25 -0.22
N 2.31 -2.55 -2.04
N 3.23 -0.08 -2.39
N 0.79 -0.55 -1.21
N 1.13 -0.73 -3.75
C -3.68 -1.83 -3.24
C 0.47 3.61 -2.18
C 0.08 4.51 3.77
C -5.16 0.18 2.22
C -0.30 -1.00 -3.90
C -1.86 3.05 0.27
C -5.40 1.11 -0.37
C 3.33 -5.29 -1.54
C 1.40 4.18 4.02
C 2.12 -3.22 -0.74
C -6.53 0.97 0.42
C 2.02 -4.72 -0.98
C -0.49 4.22 2.53
C -3.62 4.36 -0.47
C 0.85 5.82 -3.04
C 0.14 5.52 -0.76
C -2.46 2.39 -0.97
C 5.54 0.54 -1.90
C 5.18 1.99 -1.53
C 3.06 1.36 -2.67
C -3.30 0.92 -3.31
C 0.84 4.45 -3.22
C -4.14 0.80 0.13
C 0.50 6.35 -1.80
C 4.41 -0.41 -1.57
C -3.21 0.24 -2.10
C -0.32 3.24 0.20
C 1.59 -1.71 -5.99
C 0.11 -2.01 -6.15
C -4.81 4.24 0.47
C 3.18 -3.25 -3.01
C 0.26 3.62 1.54
C 2.16 3.58 3.03
C -3.59 0.22 -4.48
C -6.41 0.51 1.73
C 1.60 3.31 1.79
C 3.66 2.18 -1.55
C -4.03 0.32 1.43
C -3.63 5.62 -1.31
C 0.11 4.14 -0.94
C -3.78 -1.15 -4.45
C 1.82 -0.55 -5.03
C 4.11 -4.21 -2.29
C -2.94 0.94 -0.77
C -3.41 -1.14 -2.08
C -0.53 -2.22 -4.78
H 4.75 -3.65 -1.60
H 1.21 -2.84 -0.29
H 2.95 -2.99 -0.07
H 1.75 -5.20 -0.04
H 1.19 -4.90 -1.67
H 0.46 2.54 -2.32
H -2.75 5.63 -1.95
H 5.58 2.24 -0.55
H 2.04 -1.45 -6.96
H -1.73 2.38 -1.78
H 2.56 -3.82 -3.71
H -0.20 -2.26 1.60
H -0.76 -1.11 -2.91
H -3.66 0.76 -5.41
H -0.39 -1.17 -6.64
H 5.77 0.47 -2.97
H 6.44 0.22 -1.37
H 4.78 -4.67 -3.02
H -4.86 5.12 1.11
H -7.50 1.22 0.02
H -2.10 2.49 1.19
H 1.12 4.03 -4.18
H 2.11 -2.60 -5.63
H -3.35 -1.67 -1.13
H -4.53 5.64 -1.93
H 3.21 1.85 -0.61
H 1.99 1.57 -2.79
H 3.40 3.23 -1.68
H 4.70 -1.44 -1.78
H 1.43 0.37 -5.48
H -1.58 -1.97 0.89
H -1.61 -2.40 -4.87
H -5.50 1.47 -1.39
H -0.53 4.97 4.54
H -5.06 -0.18 3.24
H 0.52 7.42 -1.65
H 4.17 -0.35 -0.50
H -3.84 -2.90 -3.20
H 3.54 1.61 -3.63
H 3.18 3.28 3.23
H -3.17 1.99 -3.35
H 1.82 4.37 4.99
H -3.63 6.50 -0.68
H -4.02 -1.69 -5.36
H -0.10 -3.10 -4.29
H 3.12 -6.13 -2.20
H -0.04 -2.88 -6.79
H 5.64 2.68 -2.24
H -5.74 4.16 -0.09
H -1.54 4.46 2.36
H 3.94 -5.68 -0.72
H 3.74 -2.52 -3.59
H -7.29 0.40 2.34
H -3.06 0.07 1.83
H 2.19 2.82 1.03
H -0.75 -0.12 -4.37
H -0.12 5.93 0.20
H 1.15 6.48 -3.85
H -4.71 3.36 1.10
H 2.88 -0.39 -4.85
*
```

# 2
Computed, not measured: a cluster of 4 separate species, C46H60N2O12P2 in total in a non-equilibrium geometry, with ωB97M-V/def2-TZVPD.

Summary:
Strongest force on any atom ... 2.25 eV Å⁻¹
Structure (SMILES) ... C#CC[C@](O[C@@](Cc1ccccc1)(CN(CCCOC)CON=O)OC[C@H](C)C(C)C)([PH2]=O)P(CC)CC.O=C1C=CC(=O)C=C1.O=C1C=CC(=O)C=C1.O=C1C=CC(=O)C=C1
HOMO energy ... -7.675 eV
Kohn-Sham gap ... 5.9 eV
LUMO ... -0.06611 hartree
DFT total energy ... -3483.57451 hartree

Structure (ORCA input):
```
! RIJCOSX wB97M-V def2-TZVPD def2/J DEFGRID3
* xyz 0 1
P 3.37 -2.00 0.49
P 2.03 0.18 2.18
O -4.22 -4.05 0.84
O -3.84 9.20 -3.96
O 0.72 -2.15 1.24
O 0.49 -0.56 -0.44
O 2.93 1.82 6.58
O -6.33 1.06 0.24
O -0.10 5.51 -3.34
O -1.32 -8.74 -8.36
O 4.53 2.28 11.61
O 3.13 -1.77 -0.95
O -2.85 -3.53 2.38
O -1.74 -3.77 -6.60
N -4.12 -3.35 1.76
N -2.43 -1.28 1.66
C -0.99 -2.46 -0.33
C 3.24 1.13 1.17
C 0.15 1.60 -1.50
C 1.56 -4.65 -2.13
C -5.19 1.32 1.03
C 1.97 -1.64 1.68
C 4.09 0.86 8.38
C -2.22 6.06 -4.20
C 2.98 2.62 1.39
C 0.11 -3.66 -3.75
C 2.05 0.66 -2.98
C -0.32 0.15 -1.37
C 4.82 -2.57 3.71
C -3.16 6.99 -4.36
C -1.64 -4.91 -7.01
C 3.67 -2.54 3.34
C 1.15 1.85 -2.66
C -1.42 -7.61 -7.96
C -2.21 -6.04 -6.24
C 0.85 -4.01 -1.13
C -0.58 -3.01 -2.75
C -2.11 -7.29 -6.68
C 3.29 1.93 7.73
C -3.47 -0.29 1.96
C 3.36 3.24 9.80
C -1.09 2.47 -1.77
C -1.15 -0.61 1.37
C -4.02 0.37 0.71
C -0.22 -3.17 -1.42
C -0.85 -6.47 -8.72
C 1.10 0.22 4.81
C -0.96 6.35 -3.48
C 2.27 -2.49 2.93
C 2.38 0.37 3.97
C -0.18 -1.40 0.44
C 4.50 0.97 9.65
C -1.72 8.65 -3.09
C 1.20 -4.47 -3.46
C -6.22 1.59 -1.06
C -0.95 -5.22 -8.28
C 4.16 2.17 10.46
C 2.06 3.04 -2.26
C -2.29 -2.25 2.72
C 2.96 3.13 8.54
C -0.78 7.72 -2.94
C -2.98 8.36 -3.82
H -4.29 -0.81 2.45
H -1.62 9.66 -2.70
H 2.63 0.35 -2.11
H -0.65 -0.39 2.31
H 0.61 2.17 -3.54
H -2.51 -8.14 -6.13
H -1.30 -3.24 0.38
H -1.38 0.36 0.94
H -0.82 3.53 -1.79
H 4.45 -1.28 1.01
H -4.86 2.35 0.87
H 1.95 2.88 1.15
H 0.45 -0.57 4.44
H 2.40 -5.28 -1.89
H 4.32 0.00 7.77
H 5.80 -2.69 4.10
H 2.74 0.96 -3.77
H -0.25 -0.34 -2.34
H -1.24 -2.46 2.91
H 4.27 0.91 1.46
H -2.71 -5.79 -5.31
H -2.76 -1.89 3.64
H -0.18 -3.56 -4.78
H 3.18 -0.26 4.37
H -5.48 1.22 2.07
H 3.17 2.91 2.42
H -4.31 -0.37 -0.04
H 0.15 7.92 -2.41
H 3.69 -3.35 0.75
H 2.32 3.64 -3.13
H -1.91 -2.03 -0.73
H -1.48 2.24 -2.76
H 0.58 1.94 -0.56
H -6.96 1.09 -1.68
H 3.65 3.20 0.76
H -1.42 -2.39 -3.02
H -5.24 1.42 -1.50
H 3.13 4.10 10.41
H -1.38 0.13 -1.09
H -2.32 5.05 -4.59
H -3.24 0.97 0.25
H 2.38 3.89 8.04
H 2.72 1.39 4.09
H -3.10 0.46 2.68
H -1.87 2.31 -1.03
H 3.05 0.86 0.14
H 1.75 -4.96 -4.24
H 1.50 -0.20 -3.37
H 3.00 2.63 -1.87
H -0.35 -6.72 -9.65
H 0.57 1.17 4.79
H -0.55 -4.37 -8.83
H 1.99 -3.51 2.66
H 1.36 0.05 5.85
H -4.09 6.79 -4.88
H -6.42 2.67 -1.07
H 1.62 3.66 -1.48
H 5.08 0.21 10.14
H 1.13 -4.16 -0.10
H 1.62 -2.21 3.76
*
```

# 3
Computed, not measured: a structure of composition C46H61O3S2SeTi in a non-equilibrium geometry, with ωB97M-V/def2-TZVPD.

Summary:
Strongest force on any atom ... 2.56 eV Å⁻¹
HOMO energy ... -4.379 eV
Kohn-Sham gap ... 6.6 eV
Relative energy (zero: lowest compared OMol25 entry of this formula, charge and spin) ... 2.75 kJ/mol
LUMO ... 0.08063 hartree
DFT total energy ... -6062.74000 hartree

Structure (ORCA input):
```
! RIJCOSX wB97M-V def2-TZVPD def2/J DEFGRID3
* xyz -1 1
Se 0.22 1.70 -0.26
Ti -1.57 -0.39 1.03
S -3.74 -1.49 0.88
S -1.67 -1.41 3.28
O 0.16 -0.96 1.09
O -2.25 1.12 1.57
O -1.60 -0.65 -0.79
C 2.95 1.30 0.53
C -1.45 2.96 3.72
C -0.71 -0.55 -1.78
C -4.31 -1.44 2.54
C 2.91 -0.94 -5.38
C -0.60 -1.49 -2.84
C 0.16 0.56 -1.81
C 2.47 -2.77 1.95
C 0.25 -1.16 -3.89
C -3.84 1.93 -0.73
C 1.93 0.22 -5.19
C 2.90 -2.87 3.42
C 5.82 1.62 -0.40
C -3.88 -1.46 4.91
C -2.29 3.32 2.51
C -3.49 5.08 1.35
C 2.75 1.51 -5.05
C -5.34 1.67 -0.70
C 3.78 -0.69 1.49
C 3.44 -3.59 1.07
C 1.10 -3.44 1.83
C -2.12 -3.23 -1.68
C 6.50 0.26 1.57
C 1.43 -0.54 1.07
C -2.25 2.10 4.71
C -3.42 2.85 0.40
C -3.40 2.46 -2.10
C -5.24 -1.47 5.18
C 2.52 -1.30 1.51
C -3.82 4.19 0.35
C -2.67 2.41 1.50
C 5.43 1.22 1.04
C 1.69 0.75 0.55
C 1.01 0.83 -2.87
C 1.04 0.35 -6.43
C -3.40 -1.43 3.60
C -0.35 -3.96 -3.22
C -5.68 -1.45 2.82
C 5.42 2.48 1.92
C -2.37 -2.74 -4.10
C -2.73 4.63 2.42
C -0.09 2.33 3.40
C 1.05 -0.03 -3.96
C -6.15 -1.46 4.12
C 4.04 0.59 1.04
C -1.36 -2.83 -2.94
H 6.42 2.94 1.94
H -1.23 3.91 4.21
H -2.35 2.76 -2.10
H 1.20 -4.49 2.14
H 1.65 0.56 -7.32
H -4.41 4.53 -0.50
H 5.15 2.22 2.95
H 2.10 2.38 -4.92
H 3.39 -4.64 1.35
H -7.21 -1.45 4.31
H 3.42 1.46 -4.19
H 3.56 -0.76 -6.24
H -5.90 2.62 -0.72
H -2.45 5.33 3.20
H -3.17 2.60 5.00
H 7.47 0.75 1.55
H -5.65 1.07 -1.56
H 2.38 -1.88 -5.55
H -2.50 1.14 4.26
H 5.80 0.74 -1.05
H -3.34 0.98 -0.59
H -1.87 -2.53 -5.05
H 6.29 -0.03 2.61
H 3.15 -3.50 0.02
H -3.16 -1.46 5.73
H -5.62 1.13 0.21
H 1.63 1.71 -2.81
H -2.92 -3.68 -4.19
H 5.13 2.36 -0.81
H -5.59 -1.48 6.20
H 0.18 -3.83 -4.17
H -0.87 -4.92 -3.26
H 0.48 -0.57 -6.62
H -6.38 -1.44 1.98
H 0.30 -1.86 -4.72
H 4.61 -1.28 1.86
H 4.47 -3.25 1.17
H -0.19 1.29 3.12
H -2.96 -2.57 -1.48
H 0.35 -2.98 2.47
H 0.32 1.16 -6.30
H 6.56 -0.65 0.96
H 3.91 -2.47 3.59
H 3.07 2.30 0.12
H -3.08 -1.94 -3.90
H 0.73 -3.42 0.81
H 3.35 1.66 -5.95
H -3.82 6.11 1.30
H -4.00 3.33 -2.40
H -1.66 1.90 5.61
H 0.56 2.36 4.29
H 0.42 2.87 2.60
H 0.40 -4.00 -2.42
H 6.83 2.04 -0.41
H 4.71 3.21 1.56
H 2.90 -3.92 3.74
H -2.50 -4.24 -1.80
H 2.21 -2.32 4.06
H -1.48 -3.22 -0.79
H 3.54 -1.06 -4.49
H -3.53 1.69 -2.86
*
```

# 4
Computed, not measured: a structure of composition C46H62NO2TeTi, with ωB97M-V/def2-TZVPD.

Summary:
Strongest force on any atom ... 0.69 eV Å⁻¹
HOMO energy (alpha / beta) ... -10.030 / -10.503 eV
Kohn-Sham gap (alpha / beta) ... 7.4 / 6.0 eV
Relative energy (zero: lowest compared OMol25 entry of this formula, charge and spin) ... 41.95 kJ/mol
LUMO (alpha / beta) ... -0.09615 / -0.16481 hartree
DFT total energy ... -3112.68484 hartree

Structure (ORCA input):
```
! RIJCOSX wB97M-V def2-TZVPD def2/J DEFGRID3
* xyz 1 3
Te -2.09 0.56 -1.87
Ti 0.56 -0.35 -0.77
O -0.28 -1.50 0.44
O 1.39 1.40 -0.79
N 1.90 -0.42 0.86
C 3.13 -3.81 4.36
C -2.29 5.63 -3.29
C 2.40 0.77 1.23
C -2.44 2.26 -0.63
C 2.03 -1.79 -2.23
C 4.10 -1.12 -3.45
C -1.72 -4.87 3.02
C 4.55 4.18 4.09
C 2.24 4.22 -0.51
C 2.89 3.85 -1.86
C -1.35 1.95 -3.31
C -2.45 -2.60 2.32
C 3.39 -1.11 -2.09
C 2.82 5.57 -0.06
C -1.63 -4.26 0.62
C 2.52 -4.99 5.11
C -1.84 4.39 -3.71
C -0.02 -3.17 2.21
C 3.18 3.35 1.70
C 0.88 -3.68 3.15
C 2.17 -3.19 3.35
C 2.52 3.11 0.50
C 5.36 1.83 4.20
C -2.87 4.68 -1.15
C -1.90 3.29 -2.86
C -0.40 -3.14 -2.83
C 4.11 2.72 4.02
C 4.39 -4.31 3.62
C -1.44 -3.72 2.05
C 2.57 -2.09 2.61
C 3.12 2.45 5.16
C -2.80 5.78 -2.00
C -1.69 -3.85 -3.12
C 1.69 -1.53 1.69
C 1.74 -3.05 -1.69
C 4.29 -1.76 -1.04
C -2.42 3.44 -1.57
C 2.11 1.79 0.26
C 0.56 -3.71 -1.99
C 0.43 -2.09 1.44
C 3.43 2.37 2.69
C 1.05 -1.21 -3.05
C -0.14 -1.89 -3.35
C 0.73 4.40 -0.69
C 3.54 -2.74 5.39
C 3.03 1.09 2.45
H 3.80 -1.84 -0.07
H -0.94 -5.08 0.42
H 4.89 -3.49 3.10
H 5.10 0.77 4.22
H 0.38 -4.68 -1.56
H -1.44 4.27 -4.71
H -2.33 -2.22 3.34
H -2.33 -1.77 1.63
H 5.26 4.43 3.30
H 5.84 2.07 5.15
H 3.17 0.32 3.19
H 4.05 -1.90 4.92
H 2.23 -5.80 4.43
H 3.23 -0.07 -1.81
H 2.22 3.06 5.05
H 3.90 5.53 0.05
H 3.52 -0.59 -4.21
H 3.97 3.74 -1.75
H -2.65 -4.64 0.50
H 5.09 -4.74 4.33
H 2.67 -2.36 5.92
H 2.70 4.63 -2.59
H -0.85 -1.43 -4.03
H 5.04 4.37 5.04
H 0.26 3.48 -1.05
H 2.37 5.90 0.87
H 1.25 -0.25 -3.53
H -1.65 2.32 0.12
H -0.26 1.94 -3.30
H 4.59 -2.76 -1.36
H 0.26 4.68 0.26
H 0.55 -4.52 3.74
H -2.74 -5.22 2.86
H -3.16 6.74 -1.67
H 3.25 -5.39 5.81
H -3.47 -2.99 2.22
H -3.27 4.80 -0.15
H 3.56 -1.68 2.70
H -1.64 -4.55 4.06
H 4.25 -2.15 -3.79
H 2.59 6.31 -0.82
H 6.07 2.00 3.39
H 4.12 -5.07 2.89
H 2.49 2.91 -2.25
H 3.59 2.69 6.12
H 1.64 -4.69 5.68
H -1.47 -3.47 -0.12
H 2.46 -3.53 -1.03
H -1.71 1.68 -4.30
H 3.50 4.36 1.89
H 3.70 4.86 4.02
H -3.40 2.14 -0.13
H 5.07 -0.64 -3.37
H 0.53 5.19 -1.42
H -2.49 -3.48 -2.48
H -1.05 -5.71 2.86
H 4.23 -3.17 6.12
H 2.82 1.40 5.20
H -1.60 -4.92 -2.94
H -2.25 6.47 -3.96
H -2.00 -3.70 -4.16
H 5.20 -1.17 -0.91
*
```